Model P:
10
Properties=species:S:1:pos:R:3 method="wB97M-V/def2-TZVPD" e_homo_ev=-2.8 charge=-1 gap_ev=7.476
N 1.042 -0.647 1.495
H -0.663 0.281 0.803
C 0.064 -0.449 0.353
O -0.978 1.742 -2.146
H 1.831 -1.152 1.074
H -0.500 0.954 -1.776
H -1.463 2.112 -1.405
H 0.635 -1.395 2.049
H -0.529 -1.405 0.336
O 0.560 -0.041 -0.784


Model Q:
10
Properties=species:S:1:pos:R:3 method="wB97M-V/def2-TZVPD" e_homo_ev=-3.2 charge=-1 gap_ev=8.031
O 0.512 0.427 -1.009
C -0.805 0.478 -0.700
H 2.373 -1.394 0.185
H -1.158 -0.514 1.025
H -1.290 1.388 -1.077
H 1.247 -0.299 -0.012
N -1.089 0.469 0.782
O 1.783 -0.866 0.732
H -1.386 -0.381 -1.122
H -0.185 0.692 1.197


Most stable to least stable, the ends of the list are model Q and model P.


Model P:
41
Properties=species:S:1:pos:R:3 method="wB97M-V/def2-TZVPD" e_homo_ev=-8.1 charge=0 gap_ev=7.895
C -2.055 -1.340 -0.580
C -0.794 -1.691 -1.212
C -3.008 -2.272 -0.054
H -2.806 3.245 -1.103
O 1.221 -2.156 1.906
N 1.445 1.370 -0.677
C -3.828 -0.209 0.404
H 4.850 2.295 -0.135
H 4.494 2.701 1.621
H 0.239 -0.362 0.004
O 3.866 -1.441 -1.212
C -3.019 2.300 -0.545
H 4.413 0.375 0.806
H 3.499 1.025 -1.374
C 2.794 -0.782 -0.956
H -5.717 0.909 1.146
C 0.605 -2.450 0.731
H -0.848 -2.702 -1.537
O 0.077 -3.505 0.660
H 3.091 3.208 0.444
H 3.200 0.566 2.908
C 2.802 0.713 -0.586
C -4.233 2.148 0.199
H 1.781 -1.306 1.682
C -4.619 0.890 0.706
H -4.762 3.089 0.420
N 1.670 -1.432 -1.266
C 3.919 2.393 0.680
H -1.068 1.202 -1.078
C 0.450 -1.378 -0.441
H -2.827 -3.330 0.222
C 3.435 0.804 0.807
O 2.499 0.603 1.876
H -0.669 -0.992 -2.119
C -2.116 1.177 -0.683
C -2.641 -0.079 -0.334
H 0.822 1.035 -1.455
H 0.969 1.183 0.175
N -3.909 -1.483 0.701
H -5.109 -1.939 0.732
H 1.889 -2.382 -1.484


Model Q:
41
Properties=species:S:1:pos:R:3 method="wB97M-V/def2-TZVPD" e_homo_ev=-8.5 charge=0 smiles="C[C@@H](O)[C@H](N)C(=O)N[C@@H](Cc1c[nH]c2ccccc12)C(=O)O" gap_ev=8.803
C -0.492 0.454 1.982
C 1.335 1.831 -0.931
C -0.818 3.946 -2.481
H -1.040 1.143 -2.351
C 0.548 -2.682 2.084
H -2.315 -5.114 0.766
H -1.680 3.249 -2.657
H 1.811 4.093 -1.816
C -1.087 -0.778 1.268
C 1.945 0.286 1.669
H -3.590 -2.657 0.223
C -0.545 -2.099 1.477
N -0.157 0.933 -2.742
C 0.891 1.899 -2.481
H -0.528 -6.054 1.957
H 0.518 3.131 -4.044
C 0.502 3.326 -2.989
C -1.544 -4.388 1.190
H 1.832 1.590 -2.953
C -2.169 -0.860 0.499
C 0.770 1.085 1.285
H -0.935 4.831 -3.107
H 0.292 0.192 -0.666
C 0.668 -4.102 2.215
N -2.444 -2.264 0.372
C -1.506 -2.958 1.030
O 2.297 -0.535 0.671
H -1.226 1.320 2.058
N 0.470 1.179 -0.092
H -0.713 4.061 -1.322
O 2.079 2.665 -0.360
H -0.384 0.229 3.052
H 1.399 -4.606 2.760
O 2.312 0.204 2.778
H -0.008 -0.086 -2.663
H 2.766 -1.540 1.095
C -0.456 -4.980 1.773
H 1.494 -2.191 2.412
H 0.916 2.072 1.819
H -2.795 -0.041 0.021
O 1.587 4.219 -2.800


Most stable to least stable, the ends of the list are model Q and model P.


Model P:
95
Properties=species:S:1:pos:R:3 method="wB97M-V/def2-TZVPD" e_homo_ev=-7.0 charge=0 gap_ev=6.805
C -0.481 4.943 0.456
C 3.265 10.200 -0.870
N 0.124 0.636 -2.441
H -7.157 1.396 -0.500
C -1.015 1.567 -4.330
C -0.269 -3.079 2.554
H -0.275 1.007 -6.264
C -1.096 2.380 0.287
C 4.187 1.452 2.417
H -5.316 1.382 1.156
H -5.412 -2.547 -2.115
O 2.498 7.971 -1.326
C -0.157 0.916 -5.192
C 5.211 1.790 4.968
C 3.389 -1.883 -1.167
H 4.297 9.964 -0.610
H 1.627 6.811 2.362
H -1.190 -1.924 -1.798
C -6.063 -0.435 -0.767
H 3.980 -2.748 -3.054
H -1.414 0.756 3.184
H 3.240 10.478 -1.923
C -1.400 -0.170 2.608
O 1.441 1.173 2.107
H -1.491 1.866 -2.245
O 1.180 0.862 4.301
N -2.400 -0.643 -0.725
H -0.089 -6.217 0.434
H 2.917 11.030 -0.258
H -3.093 -3.474 -2.497
N 2.288 -1.150 -1.610
C -3.249 -2.434 -2.209
H 3.069 -1.201 0.825
H -0.657 7.979 -1.055
H -0.740 -6.400 2.831
H -6.761 -0.884 -1.476
S 1.287 9.130 0.706
C 3.322 1.507 3.507
H -5.050 2.728 0.043
C 3.842 1.678 4.785
C 5.557 1.548 2.605
C 6.073 1.715 3.882
C 0.922 6.554 1.583
Pb -0.366 0.233 0.401
I 0.154 -1.263 3.608
C -0.837 1.385 -2.965
C 0.535 7.515 0.658
C -0.593 -4.284 3.160
H 5.841 -4.044 -2.097
H 4.869 -2.589 1.810
H -2.044 -2.679 -0.448
C 1.005 0.045 -3.276
H 7.143 1.778 4.033
C 5.217 -3.435 -1.458
H 1.567 -0.354 -5.312
C -2.148 -1.965 -1.272
H -6.330 -0.797 0.236
H 0.721 4.496 2.169
C -0.877 5.929 -0.448
C 2.180 -0.708 -2.782
Br 6.876 -4.422 0.633
C 0.414 5.273 1.480
C 4.180 -2.688 -1.991
H 2.974 -0.820 -3.534
C -5.091 1.641 0.113
C -3.618 -0.173 -0.689
C -0.186 -5.334 1.050
N 0.026 -2.974 1.269
H -1.809 2.199 -4.702
C 5.457 -3.391 -0.094
C -4.570 -2.265 -1.481
C -0.885 3.578 0.342
H 0.283 -3.920 -0.524
H -5.980 1.431 -1.824
H -2.959 1.583 0.015
C 3.661 -1.851 0.201
H -2.292 -0.752 2.856
C 0.050 -4.072 0.524
C 0.870 0.157 -4.661
C 1.861 1.198 3.281
H 3.163 1.711 5.626
H 6.225 1.469 1.757
H 3.763 1.316 1.432
H -0.868 -4.317 4.205
C 2.425 8.968 -0.663
N -3.809 1.112 -0.296
C 4.683 -2.606 0.744
C -0.371 7.213 -0.348
H -3.254 -1.815 -3.110
H -1.572 5.681 -1.240
C -0.535 -5.434 2.387
H 5.615 1.915 5.965
N -4.724 -0.868 -1.127
C -6.160 1.079 -0.807
H -4.589 -2.907 -0.588


Model Q:
95
Properties=species:S:1:pos:R:3 method="wB97M-V/def2-TZVPD" e_homo_ev=-7.1 charge=0 gap_ev=6.734
C 0.844 1.773 -4.281
O -1.503 3.106 -0.729
H -0.381 -0.643 4.003
C -5.257 -2.054 0.773
C -4.124 2.808 1.918
Pb -0.344 0.915 -0.542
C -8.551 -7.166 0.565
C 0.438 5.540 -3.517
H 2.009 3.012 -0.720
C 3.764 4.160 -0.305
C 3.495 1.834 0.276
C 0.919 6.778 -3.110
O -6.444 -6.125 1.013
H -0.834 -2.490 0.058
C -6.385 -2.854 0.737
H -0.588 3.742 -2.901
C -5.185 1.736 2.049
C 2.160 -4.051 0.162
H -0.218 2.301 2.051
H 0.132 -4.779 0.179
H 0.317 2.590 -4.759
H -9.529 -6.844 0.213
C 0.240 -2.640 0.098
H 0.548 5.230 -4.549
N -2.805 2.216 2.058
H -2.925 -0.531 4.988
C -3.246 -0.837 3.983
H -4.948 1.542 4.189
C -4.881 0.918 3.289
C -0.194 4.707 -2.604
H -6.174 2.188 2.126
C -5.798 -3.572 -1.482
N -1.307 0.563 2.575
C 2.062 1.986 -3.651
C 0.301 0.502 -4.282
C 2.308 -1.665 0.087
C 0.771 7.178 -1.788
H -4.155 3.292 0.942
H 2.624 -5.028 0.196
O -1.008 4.520 0.924
C -0.954 -0.761 3.076
H 6.503 3.000 1.322
C 2.936 -2.903 0.118
H -1.891 -2.511 3.890
Br 6.078 5.714 0.258
C 0.785 -3.917 0.158
H -8.618 -7.520 1.592
H 0.690 0.801 2.132
C -4.385 -1.996 -0.318
C -3.213 -1.172 -0.267
H 4.215 -0.608 -0.096
N -3.561 0.318 3.164
H 0.034 6.620 0.164
H 4.017 -2.958 0.112
H 3.644 1.031 -2.558
H 1.408 7.431 -3.822
C 4.758 1.836 0.862
C 0.150 6.338 -0.874
C 1.013 -0.499 -3.631
H -5.168 1.084 1.173
C -0.996 4.179 -0.269
C -2.552 1.028 2.589
H -5.033 -1.461 1.649
S -8.095 -4.649 -0.441
C -7.525 -6.062 0.499
H -7.055 -2.895 1.586
C -2.225 -0.461 -0.206
C -0.338 5.100 -1.278
N 2.171 -0.325 -3.034
C -6.656 -3.620 -0.389
H 1.147 8.142 -1.469
H -4.003 -2.724 -2.297
C -0.252 1.237 1.805
H -8.201 -7.990 -0.057
C 5.527 2.990 0.858
N 0.976 -1.534 0.072
I 0.155 -2.413 -3.502
H -6.013 -4.171 -2.357
H -2.052 2.752 1.623
C -2.166 -1.642 3.292
H -2.544 -1.985 2.328
C 2.688 0.906 -3.054
H -0.652 0.290 -4.745
H 2.517 2.966 -3.614
H -4.264 3.580 2.680
C 3.144 -0.447 0.073
N 2.654 0.702 0.255
C 5.027 4.138 0.265
H -5.597 0.102 3.403
C 2.999 3.008 -0.285
H 3.370 5.066 -0.745
C -4.674 -2.766 -1.448
H 5.133 0.947 1.354
H -0.293 -1.212 2.337
H -4.160 -1.423 4.094


Most stable to least stable, the ends of the list are model Q and model P.


Model P:
8
Properties=species:S:1:pos:R:3 method="wB97M-V/def2-TZVPD" e_homo_ev=-9.6 charge=0 smiles="N=[P@H](I)N=C=S" gap_ev=8.141
I -1.053 -2.013 1.418
H 1.899 0.156 1.752
N 1.017 0.648 1.751
C -0.184 0.002 -2.122
S 0.420 0.107 -3.547
H -1.176 1.023 1.049
N -0.773 -0.077 -1.079
P -0.150 0.154 0.779


Model Q:
8
Properties=species:S:1:pos:R:3 method="wB97M-V/def2-TZVPD" e_homo_ev=-9.6 charge=0 smiles="N=[P@H](I)N=C=S" gap_ev=9.261
N 1.845 -0.656 -1.806
N 0.292 0.349 0.658
S 3.518 1.044 -3.249
H -0.337 1.209 0.532
P 0.634 -0.642 -0.509
I 1.296 -2.556 0.681
H -0.316 -1.185 -1.613
C 2.472 0.156 -2.467


Most stable to least stable, the ends of the list are model Q and model P.


Model P:
21
Properties=species:S:1:pos:R:3 method="wB97M-V/def2-TZVPD" multiplicity=2 e_homo_ev="-20.5 / -20.5" charge=+2 gap_ev="12.874 / 5.419"
H 2.530 1.914 -0.085
O 2.428 1.038 0.280
C -2.017 0.316 -1.024
H -0.164 0.393 2.868
O 0.073 0.113 1.940
H -1.570 1.130 1.231
C -0.596 0.887 0.964
H 1.768 -1.988 -1.216
H -2.934 0.426 -0.409
C 1.006 -1.828 -0.426
H 1.520 -1.703 0.523
N 0.388 -0.479 -0.859
H 1.020 0.234 -0.545
H -0.082 1.846 0.609
C -0.921 -0.183 -0.108
H -1.220 -0.986 0.535
H 2.456 0.923 1.212
H -2.174 -0.207 -1.993
H 0.141 -0.640 -1.877
H -1.925 1.364 -1.223
H 0.273 -2.572 -0.396


Model Q:
21
Properties=species:S:1:pos:R:3 method="wB97M-V/def2-TZVPD" multiplicity=2 e_homo_ev="-17.9 / -17.9" charge=+2 gap_ev="2.496 / 5.067"
H -0.141 -0.456 -2.709
H -0.214 1.805 1.438
H 3.361 -0.735 -1.045
H 1.640 -0.123 1.854
H -0.954 0.194 1.095
H 3.030 -0.056 -1.070
C 0.632 -0.538 -0.680
H 1.469 -2.178 0.136
C -0.623 1.149 0.680
H -4.862 -0.841 0.658
H -1.533 1.587 0.267
C 0.432 0.921 -0.463
H 1.380 1.359 -0.110
C 0.297 -1.094 -1.945
H 0.221 1.374 -1.421
H -5.586 0.250 -0.219
H 0.606 -2.098 -2.240
O -4.757 -0.258 -0.117
H 2.567 0.328 3.061
O 1.897 0.645 2.420
N 1.138 -1.236 0.408


Most stable to least stable, the ends of the list are model P and model Q.


Model P:
21
Properties=species:S:1:pos:R:3 method="wB97M-V/def2-TZVPD" multiplicity=2 e_homo_ev="-19.1 / -19.1" charge=+2 gap_ev="10.917 / 4.218"
H 2.151 1.392 -2.822
H -0.029 0.568 3.830
H 0.265 0.133 1.423
O 1.341 1.466 -2.299
C -1.176 -1.383 -0.132
H -0.770 -1.989 0.677
H -0.639 0.432 -1.336
C -0.278 -0.281 -0.603
H 0.627 -0.758 -1.044
H 0.549 2.244 -0.695
H 1.316 -0.189 3.844
O 0.651 0.187 3.258
H 1.098 2.387 1.029
H -2.260 -1.941 -2.010
N 0.257 0.569 0.488
H -2.190 -0.937 0.187
H 0.687 1.573 -3.000
C -1.691 -2.386 -1.195
H -0.724 -2.847 -1.549
C 0.620 1.769 0.272
H -2.291 -3.137 -0.681


Model Q:
21
Properties=species:S:1:pos:R:3 method="wB97M-V/def2-TZVPD" multiplicity=2 e_homo_ev="-18.3 / -18.3" charge=+2 gap_ev="8.799 / 4.732"
H 2.180 1.776 0.578
H -0.467 0.966 1.431
H 2.278 -0.461 -0.883
C 1.497 1.493 -0.211
H 0.094 -1.209 -1.591
H -0.715 0.241 -1.375
N 0.226 -0.155 -1.551
H 0.624 0.208 -2.403
C 1.353 -0.003 -0.578
H 0.189 3.250 -0.553
H -1.423 -1.996 0.180
C -0.667 1.933 0.937
H 1.065 -0.528 0.354
O -1.764 -2.366 1.987
H -1.244 -2.964 2.534
H -1.418 -3.087 -0.886
H 2.126 2.025 -0.997
H -1.581 2.379 1.271
C 0.260 2.279 -0.003
H -1.713 -1.457 2.358
O -0.902 -2.325 -0.598


Most stable to least stable, the ends of the list are model Q and model P.


Model P:
16
Properties=species:S:1:pos:R:3 method="wB97M-V/def2-TZVPD" multiplicity=2 e_homo_ev="1.5 / -7.5" charge=-1 gap_ev="2.796 / 12.090"
H 1.068 1.351 2.891
H -1.388 0.398 -2.680
H 1.484 -0.150 0.162
H 0.174 -0.177 -2.220
C -1.572 -1.177 -1.191
H 1.310 -0.347 2.680
C 0.894 0.506 0.784
H -1.610 -1.922 -1.992
C -0.820 0.042 -1.818
H 2.580 0.803 2.229
H -0.156 0.233 0.836
C 1.509 0.620 2.195
H -2.553 -0.890 -0.847
H 0.926 1.534 0.404
H -0.841 0.816 -1.057
H -1.005 -1.640 -0.376


Model Q:
16
Properties=species:S:1:pos:R:3 method="wB97M-V/def2-TZVPD" multiplicity=2 e_homo_ev="1.6 / -7.4" charge=-1 gap_ev="2.740 / 11.754"
H -0.758 -2.919 1.607
H 1.840 0.752 -1.096
H 1.817 2.351 -1.425
H -1.857 -0.827 1.713
H -0.878 0.989 -0.955
H 0.784 -2.246 1.363
C 1.181 1.594 -0.970
C -0.130 1.281 -1.689
H -0.693 0.017 0.821
H 1.161 1.741 0.108
H -0.647 2.114 -2.177
C -0.772 -0.742 1.582
H 0.144 0.602 -2.499
C -0.259 -2.100 1.069
H -0.440 -2.237 0.013
H -0.255 -0.582 2.520


Model R:
16
Properties=species:S:1:pos:R:3 method="wB97M-V/def2-TZVPD" multiplicity=2 e_homo_ev="1.6 / -7.5" charge=-1 gap_ev="2.802 / 12.029"
H -0.401 -0.072 -2.723
H 0.666 1.253 -2.166
H -0.561 -1.697 1.239
H 1.661 -2.075 1.954
H -0.343 -0.079 0.923
C 1.550 -1.014 1.708
H -2.339 0.919 -1.866
C -1.391 1.278 -1.436
C -0.110 0.553 -1.837
H -1.506 1.327 -0.351
C 0.012 -0.870 1.641
H 0.279 -0.130 -1.069
H -0.291 -0.555 2.663
H -1.254 2.295 -1.752
H 1.953 -0.188 2.312
H 2.074 -0.944 0.760


Most stable to least stable, the ends of the list are model P and model R.


Model P:
16
Properties=species:S:1:pos:R:3 method="wB97M-V/def2-TZVPD" multiplicity=2 e_homo_ev="1.6 / -7.4" charge=-1 gap_ev="2.766 / 11.831"
H 0.863 0.915 -0.957
H 1.352 -0.912 3.132
H -0.550 -0.026 1.062
H 0.935 1.634 -2.545
H -1.570 0.057 -1.757
C -1.029 0.949 -2.112
H 0.934 -0.130 -2.333
H -1.199 -1.453 2.044
C -0.489 -0.629 1.965
H 1.117 -2.147 1.887
H -1.214 0.770 -3.182
H -1.396 1.807 -1.565
H 1.652 -0.581 1.461
C 0.957 -1.095 2.128
C 0.494 0.804 -1.982
H -0.859 0.039 2.753


Model Q:
16
Properties=species:S:1:pos:R:3 method="wB97M-V/def2-TZVPD" multiplicity=2 e_homo_ev="1.6 / -7.8" charge=-1 gap_ev="2.865 / 12.378"
H 2.911 0.417 0.271
H -1.675 -2.428 -0.198
H 1.433 0.849 -0.549
C -1.399 -0.702 -1.560
H 1.372 -0.424 0.699
C 1.831 0.522 0.416
H -3.061 -1.257 -0.277
C -1.980 -1.388 -0.325
H 1.825 1.229 2.478
H 0.455 1.753 1.544
H 1.977 2.565 1.284
H -1.614 -0.851 0.554
H -0.341 -0.471 -1.445
H -1.846 0.291 -1.646
C 1.534 1.578 1.480
H -1.599 -1.204 -2.506


Most stable to least stable, the ends of the list are model Q and model P.